Entry from the OMol25 dataset: an isolated molecule of C4H8O2 (ωB97M-V/def2-TZVPD).

Last column: natural (NBO) charge in e.
Cartesian coordinates (Å):
C1 -2.238 -0.448 -0.555  -0.6256
C2 -0.732 -0.365 -0.478  -0.0533
O1 -0.420 0.625 0.500  -0.5300
C3 0.915 0.864 0.619  0.0045
C4 1.857 -0.034 0.898  0.0711
O2 3.153 0.274 0.602  -0.6703
H1 -2.652 0.488 -0.939  0.2124
H2 -2.639 -0.616 0.448  0.2163
H3 -2.548 -1.270 -1.207  0.2123
H4 -0.300 -1.330 -0.184  0.1645
H5 -0.289 -0.098 -1.451  0.1684
H6 1.208 1.911 0.528  0.1673
H7 1.716 -1.018 1.335  0.1877
H8 3.022 0.978 -0.051  0.4747

Properties
**Strongest force on any atom**: 0.81 eV/A
**Relative energy (zero: lowest compared OMol25 entry of this formula, charge and spin)**: 54.2 kcal/mol
**SMILES**: CCO/C=C/O
**HOMO**: -8.437 eV
**Net charge**: 0


Entry from the OMol25 dataset: an isolated molecule of C4H8O2 (ωB97M-V/def2-TZVPD).

Last column: natural (NBO) charge in e.
Cartesian coordinates (Å):
C1 -2.498 0.298 0.033  -0.2493
O1 -1.559 -0.742 0.061  -0.5212
C2 -0.254 -0.274 0.250  -0.2555
C3 0.653 -1.467 0.440  0.3163
C4 2.439 0.022 -0.320  -0.2905
O2 1.911 -1.223 0.196  -0.4751
H1 -2.581 0.793 1.013  0.1639
H2 -2.246 1.065 -0.718  0.1601
H3 -3.464 -0.141 -0.228  0.1981
H4 -0.173 0.310 1.194  0.1952
H5 0.017 0.418 -0.570  0.1688
H6 2.047 0.204 -1.325  0.1936
H7 2.189 0.857 0.339  0.1883
H8 3.518 -0.120 -0.365  0.2073

Properties
**Strongest force on any atom**: 0.43 eV/A
**Relative energy (zero: lowest compared OMol25 entry of this formula, charge and spin)**: 105.0 kcal/mol
**HOMO**: -8.338 eV
**Net charge**: 0


Entry from the OMol25 dataset: an isolated molecule of C4H8O2 (ωB97M-V/def2-TZVPD).

Last column: natural (NBO) charge in e.
Cartesian coordinates (Å):
C1 1.534 1.228 0.359  -0.6036
C2 1.069 -0.138 0.923  -0.5014
C3 -0.370 -0.412 0.534  0.7934
O1 -1.320 -0.529 1.280  -0.5970
O2 -0.487 -0.521 -0.801  -0.5163
C4 -1.813 -0.770 -1.269  -0.2666
H1 1.465 1.244 -0.753  0.2195
H2 2.583 1.416 0.635  0.2144
H3 0.929 2.071 0.764  0.2121
H4 1.111 -0.153 2.023  0.2293
H5 1.722 -0.945 0.521  0.2301
H6 -2.479 0.093 -1.064  0.1931
H7 -1.707 -0.914 -2.360  0.1946
H8 -2.238 -1.669 -0.792  0.1985

Properties
**Strongest force on any atom**: 0.91 eV/A
**Relative energy (zero: lowest compared OMol25 entry of this formula, charge and spin)**: 10.3 kcal/mol
**SMILES**: CCC(=O)OC
**HOMO**: -10.347 eV
**Net charge**: 0


Entry from the OMol25 dataset: an isolated molecule of C4H8O2 (ωB97M-V/def2-TZVPD).

Last column: natural (NBO) charge in e.
Cartesian coordinates (Å):
C1 1.394 -0.521 -0.725  -0.6080
C2 0.171 -0.401 0.189  -0.3496
C3 -1.065 -1.047 -0.397  0.4523
O1 -1.232 -1.201 -1.584  -0.5298
C4 -0.267 1.063 0.369  -0.0464
O2 -1.497 1.102 1.078  -0.7271
H1 1.549 -1.555 -1.051  0.2250
H2 2.308 -0.192 -0.218  0.2116
H3 1.264 0.079 -1.631  0.2185
H4 0.380 -0.858 1.167  0.2156
H5 -1.857 -1.281 0.339  0.1250
H6 0.505 1.641 0.892  0.1692
H7 -0.399 1.477 -0.642  0.1678
H8 -1.813 2.014 1.076  0.4761

Properties
**Strongest force on any atom**: 0.47 eV/A
**Relative energy (zero: lowest compared OMol25 entry of this formula, charge and spin)**: 28.5 kcal/mol
**SMILES**: C[C@H](C=O)CO
**HOMO**: -9.586 eV
**Net charge**: 0


Entry from the OMol25 dataset: an isolated molecule of C4H8O2 at a distorted geometry (ωB97M-V/def2-TZVPD).

Last column: natural (NBO) charge in e.
Cartesian coordinates (Å):
C1 1.926 -0.003 -0.848  -0.7137
C2 0.672 0.224 -0.075  0.5917
O1 0.570 1.090 0.785  -0.6147
C3 -0.453 -0.691 -0.353  -0.5136
C4 -1.796 -0.028 -0.023  -0.0756
O2 -1.660 1.280 -0.531  -0.7267
H1 2.794 0.183 -0.220  0.2407
H2 1.981 -0.988 -1.318  0.2238
H3 1.875 0.756 -1.635  0.2531
H4 -0.449 -1.194 -1.331  0.2342
H5 0.129 -1.277 0.461  0.2523
H6 -1.979 -0.039 1.061  0.1736
H7 -2.667 -0.483 -0.515  0.1919
H8 -0.894 1.601 -0.007  0.4830

Properties
**Strongest force on any atom**: 2.29 eV/A
**Relative energy (zero: lowest compared OMol25 entry of this formula, charge and spin)**: 39.4 kcal/mol
**SMILES**: CC(=O)CCO
**HOMO**: -10.018 eV
**Net charge**: 0


Entry from the OMol25 dataset: a cluster of 2 separate species, C4H8O2 in total (ωB97M-V/def2-TZVPD).

Last column: natural (NBO) charge in e.
Cartesian coordinates (Å):
C1 -0.847 1.678 0.519  -0.6026
C2 -0.928 0.116 0.247  -0.5123
C3 0.237 0.265 -0.649  0.4354
O1 1.385 0.249 -0.259  -0.5731
H1 -1.793 2.145 0.284  0.2222
H2 -0.513 1.789 1.547  0.2362
H3 -0.086 2.237 -0.065  0.2361
H4 -0.742 -0.481 1.151  0.2270
H5 -1.859 -0.239 -0.224  0.2277
H6 -0.060 0.623 -1.653  0.1312
C4 1.309 -2.096 -0.224  0.2927
O2 1.850 -2.378 -1.260  -0.5286
H7 0.215 -1.931 -0.158  0.0880
H8 1.833 -1.978 0.743  0.1202

Properties
**Strongest force on any atom**: 0.76 eV/A
**Relative energy (zero: lowest compared OMol25 entry of this formula, charge and spin)**: 69.1 kcal/mol
**SMILES**: CCC=O.C=O
**HOMO**: -9.546 eV
**Net charge**: 0


Entry from the OMol25 dataset: a structure of composition C4H8O2 at a distorted geometry (ωB97M-V/def2-TZVPD).

Last column: natural (NBO) charge in e.
Cartesian coordinates (Å):
C1 -0.622 -1.664 1.024  -0.6161
C2 -0.319 -0.811 -0.184  0.0221
O1 -1.440 -0.878 -1.056  -0.7108
C3 -0.004 0.590 0.188  0.0624
C4 1.178 2.233 -0.953  -0.0960
O2 0.384 1.254 -0.883  -0.4093
H1 -1.465 -1.237 1.573  0.2133
H2 -0.892 -2.672 0.703  0.2247
H3 0.248 -1.719 1.684  0.2132
H4 0.578 -1.213 -0.700  0.1618
H5 -1.317 -0.182 -1.714  0.4700
H6 0.014 1.101 1.142  0.1878
H7 1.815 2.180 0.339  0.0010
H8 1.841 3.018 -1.165  0.2758

Properties
**Strongest force on any atom**: 8.92 eV/A
**Relative energy (zero: lowest compared OMol25 entry of this formula, charge and spin)**: 173.5 kcal/mol
**HOMO (spin up / spin down)**: -7.910 / -7.729 eV
**Net charge**: 0


Entry from the OMol25 dataset: an isolated molecule of C4H8O2 (ωB97M-V/def2-TZVPD).

Last column: natural (NBO) charge in e.
Cartesian coordinates (Å):
C1 0.196 -0.919 1.307  -0.6305
C2 -0.564 -0.564 0.029  0.0663
O1 -1.970 -0.576 0.221  -0.7038
C3 -0.119 0.766 -0.526  0.0321
C4 1.111 0.912 -1.298  -0.1130
O2 -0.159 0.936 -1.932  -0.4795
H1 0.084 -0.151 2.084  0.2034
H2 -0.187 -1.863 1.704  0.2248
H3 1.267 -1.040 1.098  0.2108
H4 -0.358 -1.326 -0.734  0.1860
H5 -2.235 0.300 0.532  0.4619
H6 -0.476 1.643 0.028  0.1739
H7 1.719 0.029 -1.498  0.1815
H8 1.649 1.859 -1.285  0.1859

Properties
**Strongest force on any atom**: 0.36 eV/A
**Relative energy (zero: lowest compared OMol25 entry of this formula, charge and spin)**: 47.3 kcal/mol
**SMILES**: C[C@@H](O)[C@H]1CO1
**HOMO**: -10.268 eV
**Net charge**: 0


The highest strongest force on any atom belongs to which entry?
number 7


Which formula does entry 1 have?
C4H8O2


The highest relative energy (zero: lowest compared OMol25 entry of this formula, charge and spin) belongs to which entry?
number 7